Here is the ion C6H7N2O4 with charge -1 at a distorted geometry from OMol25. Energies are from ωB97M-V/def2-TZVPD.

Geometry as XYZ:
```
19
Properties=species:S:1:pos:R:3:forces:R:3
C 1.433 1.469 -0.401 0.319 0.249 1.243
N 0.191 0.767 -0.333 -0.197 1.483 0.568
C -0.965 1.603 -0.108 0.917 -2.842 1.829
O -0.817 2.792 -0.131 0.066 1.819 -0.830
N -2.052 0.991 0.419 -1.404 -0.727 0.162
C -2.250 -0.339 0.545 0.680 0.969 -0.966
O -3.088 -0.915 1.209 -0.537 -0.294 0.528
C -1.296 -1.098 -0.358 1.186 0.248 -1.593
O -1.516 -1.769 -1.358 -1.060 0.120 1.191
C 0.182 -0.652 -0.218 0.657 -1.141 -0.070
C 0.797 -1.249 1.161 -2.093 2.041 -2.156
O 0.877 -1.203 -1.367 3.218 1.547 3.825
H 2.038 1.859 0.428 -1.111 -0.269 1.446
H 2.175 0.932 -0.837 1.818 -2.451 -1.773
H 1.418 2.319 -0.980 -0.925 1.889 -1.570
H 1.743 -0.782 1.294 0.850 0.216 0.359
H 0.853 -2.297 1.031 0.145 -1.102 0.165
H 0.059 -0.933 1.913 0.521 -0.310 0.119
H 0.219 -1.496 -1.910 -3.052 -1.445 -2.476
```
Forces are in eV/Å.

## Properties
- Gap between HOMO and LUMO: 8.53 eV
- LUMO: 0.132 Eh
- DFT total energy: -643.3572 a.u.
- 2S+1: 1
- Charge: -1
- E_HOMO: -4.93 eV
- Relative energy (zero: lowest compared OMol25 entry of this formula, charge and spin): 98.5 kJ/mol